[1]
{"formula": "C25H45Cl2O4PPb", "method": "wB97M-V/def2-TZVPD", "energy_ev": -74415.5610, "max_force_ev_per_a": 2.640, "elements": ["Pb", "P", "Cl", "C", "H", "H", "C", "C", "C", "H", "C", "H", "H", "C", "H", "H", "C", "H", "H", "C", "H", "H", "H", "H", "C", "C", "H", "C", "H", "H", "C", "H", "H", "C", "H", "H", "C", "H", "H", "H", "H", "C", "H", "C", "H", "H", "C", "H", "H", "C", "H", "H", "C", "H", "H", "H", "H", "C", "C", "H", "C", "H", "C", "H", "H", "C", "H", "H", "C", "H", "H", "H", "H", "O", "Cl", "O", "O", "O"], "coordinates": [[0.1201, -0.0853, 2.0124], [0.0957, 0.5896, -0.4009], [0.8735, 2.2817, 2.3150], [-1.8006, 0.7071, 2.1114], [-2.6714, 0.0656, 2.0881], [-1.8409, 1.7622, 2.3289], [1.9340, 0.8138, -0.5516], [-0.7491, 2.2179, -0.5656], [2.4653, 0.9025, -1.9835], [2.0761, 1.7845, -0.0457], [3.9609, 1.2550, -1.9627], [2.3361, -0.0667, -2.4889], [1.9115, 1.6494, -2.5706], [4.7633, 0.2324, -1.1483], [4.3411, 1.3108, -2.9888], [4.0851, 2.2519, -1.5174], [4.2094, 0.1018, 0.2727], [4.7095, -0.7439, -1.6483], [5.8196, 0.5165, -1.1176], [2.7137, -0.2352, 0.2567], [4.7541, -0.6667, 0.8333], [4.3444, 1.0508, 0.8121], [2.5577, -1.2357, -0.1734], [2.3624, -0.2671, 1.3038], [-0.5881, -0.5543, -1.6424], [-2.2631, 2.0611, -0.7465], [-0.5789, 2.6665, 0.4298], [-2.9389, 3.4366, -0.6452], [-2.4883, 1.6269, -1.7318], [-2.6637, 1.3807, 0.0148], [-2.3424, 4.4207, -1.6536], [-4.0179, 3.3291, -0.8020], [-2.7960, 3.8246, 0.3731], [-0.8257, 4.5455, -1.4756], [-2.5588, 4.0701, -2.6719], [-2.8167, 5.4032, -1.5502], [-0.1275, 3.1842, -1.5801], [-0.4066, 5.2333, -2.2191], [-0.6115, 4.9718, -0.4851], [-0.2290, 2.7977, -2.6060], [0.9470, 3.3052, -1.3829], [0.1053, -1.9199, -1.7084], [-1.6252, -0.7136, -1.2932], [-0.6431, -2.8649, -2.6602], [1.1379, -1.7863, -2.0637], [0.1654, -2.3867, -0.7197], [-0.7747, -2.2596, -4.0610], [-0.1235, -3.8292, -2.7052], [-1.6446, -3.0588, -2.2515], [-1.4231, -0.8736, -3.9958], [0.2239, -2.1681, -4.5097], [-1.3560, -2.9229, -4.7101], [-0.6578, 0.0583, -3.0428], [-1.4673, -0.4219, -4.9935], [-2.4586, -0.9710, -3.6406], [0.3617, 0.2093, -3.4298], [-1.1397, 1.0428, -3.0289], [0.1016, -2.4651, 1.7796], [-1.2409, -2.1106, 1.5555], [0.8300, -2.3575, 0.9619], [-2.3100, -2.4465, 2.5260], [-1.5408, -1.7827, 0.5501], [-1.7432, -2.8086, 3.9064], [-3.0519, -1.6534, 2.6082], [-2.8370, -3.3214, 2.1124], [-0.6352, -3.8482, 3.7690], [-1.3360, -1.9034, 4.3784], [-2.5480, -3.1804, 4.5529], [0.5355, -3.3187, 2.9164], [-0.2646, -4.1563, 4.7533], [-1.0530, -4.7429, 3.2874], [1.2450, -2.7712, 3.5629], [1.0958, -4.1597, 2.4860], [0.7714, 1.1223, 6.1263], [0.0039, 0.0055, 5.7158], [0.5896, -1.2312, 6.1319], [-1.3594, 0.1069, 6.1308], [0.0016, -0.0069, 4.2064]], "forces_ev_per_angstrom": [[0.9, 1.0, 1.2], [0.7, 0.4, -1.1], [1.0, 1.1, 0.2], [-1.5, -0.1, 0.0], [-0.3, 0.6, 0.2], [-0.4, 0.1, 0.1], [-0.3, 0.2, -0.3], [0.1, 0.1, 0.2], [0.3, 0.1, -0.2], [0.0, -0.2, -0.1], [0.0, -0.1, 0.0], [0.0, 0.2, 0.1], [0.1, -0.2, 0.2], [-0.1, 0.1, 0.0], [0.0, 0.0, 0.1], [0.0, -0.1, -0.1], [0.0, 0.0, -0.1], [0.0, 0.1, 0.0], [-0.1, 0.0, 0.0], [0.3, 0.1, 0.0], [-0.1, 0.1, -0.1], [0.0, -0.2, -0.1], [0.0, 0.1, 0.0], [0.4, 0.0, -0.5], [-0.2, 0.0, -0.3], [-0.1, 0.1, -0.3], [-0.1, -0.2, -0.3], [0.1, -0.1, 0.0], [0.0, 0.1, 0.2], [0.0, 0.1, -0.1], [0.1, 0.0, 0.0], [0.1, 0.0, 0.0], [0.0, 0.0, -0.1], [0.0, 0.0, 0.0], [0.0, 0.0, 0.1], [0.1, -0.1, 0.0], [0.0, 0.1, -0.2], [-0.1, -0.1, 0.1], [0.0, 0.0, -0.1], [0.0, 0.1, 0.2], [-0.2, 0.0, 0.0], [0.1, -0.2, 0.0], [0.2, 0.1, -0.1], [0.1, 0.1, 0.0], [-0.2, 0.0, 0.1], [0.0, 0.1, -0.3], [0.0, 0.1, 0.1], [-0.1, 0.1, 0.0], [0.1, 0.0, 0.0], [0.1, 0.0, 0.0], [-0.1, 0.0, 0.0], [0.1, 0.1, 0.1], [-0.1, 0.0, -0.6], [0.0, -0.1, 0.1], [0.1, 0.0, -0.1], [-0.3, -0.1, 0.1], [0.1, -0.3, 0.0], [-1.7, -0.4, -1.1], [1.1, -2.2, -0.9], [-0.4, -0.2, 0.4], [-0.1, -0.5, 0.5], [0.2, 0.1, 0.5], [0.0, 0.3, 0.1], [0.0, 0.0, 0.0], [-0.1, 0.1, 0.0], [0.0, -0.1, -0.1], [-0.2, -0.3, -0.1], [0.2, 0.1, -0.2], [0.3, -0.1, 1.0], [-0.1, 0.1, -0.2], [0.1, 0.1, 0.0], [-0.2, -0.2, -0.2], [0.0, 0.2, 0.1], [0.2, 0.2, 0.2], [0.0, 0.0, -0.6], [0.0, -0.2, 0.1], [0.0, -0.1, 0.0], [-0.2, -0.2, 2.2]]}

---

[2]
{"formula": "C25H45ClErIP", "method": "wB97M-V/def2-TZVPD", "energy_ev": -84186.0862, "spin_multiplicity": 4, "charge": -1, "max_force_ev_per_a": 7.487, "elements": ["Er", "Cl", "P", "C", "H", "H", "C", "C", "C", "H", "C", "H", "H", "C", "H", "H", "C", "H", "H", "C", "H", "H", "H", "H", "C", "C", "H", "C", "H", "H", "C", "H", "H", "C", "H", "H", "C", "H", "H", "H", "H", "C", "H", "C", "H", "H", "C", "H", "H", "C", "H", "H", "C", "H", "H", "H", "H", "C", "C", "H", "C", "H", "C", "H", "H", "C", "H", "H", "C", "H", "H", "H", "H", "I"], "coordinates": [[2.6659, -2.8719, -0.3659], [4.0358, -2.6740, 1.6473], [-0.0275, 0.3958, -0.3684], [0.3195, 1.2491, 1.2653], [1.4125, 1.0969, 1.3592], [0.1994, 2.3314, 1.0420], [-0.1098, -1.4516, -0.2181], [1.4523, 0.7693, -1.4070], [-1.5601, -1.9357, -0.1007], [0.3308, -1.8903, -1.1543], [-1.6216, -3.4527, 0.0807], [-2.0454, -1.4445, 0.7586], [-2.1425, -1.6478, -0.9918], [-0.7666, -3.9178, 1.2523], [-2.6701, -3.7425, 0.2259], [-1.2840, -3.9364, -0.8466], [0.6800, -3.4494, 0.9893], [-1.1254, -3.4979, 2.1995], [-0.7879, -5.0098, 1.3433], [0.6937, -1.9273, 0.9676], [1.4222, -3.8309, 1.7059], [0.8928, -3.9004, -0.0593], [0.1138, -1.4453, 2.0255], [1.7325, -1.4675, 1.0534], [-1.5007, 1.2698, -1.0549], [1.6137, 2.2851, -1.6709], [2.2904, 0.4524, -0.7513], [2.9208, 2.6084, -2.4137], [0.7647, 2.6402, -2.2792], [1.5889, 2.8569, -0.7321], [3.1629, 1.7340, -3.6530], [2.9061, 3.6654, -2.7035], [3.7615, 2.4832, -1.7193], [2.9164, 0.2451, -3.3791], [2.5028, 2.0668, -4.4648], [4.1899, 1.8788, -4.0074], [1.5463, 0.0045, -2.7353], [2.9869, -0.3336, -4.3090], [3.7071, -0.1316, -2.7124], [0.7558, 0.3595, -3.4153], [1.3711, -1.0813, -2.6424], [-2.7442, 1.2292, -0.1434], [-1.1490, 2.3201, -1.0867], [-3.8100, 2.2081, -0.6476], [-3.1633, 0.2120, -0.1350], [-2.4869, 1.4751, 0.8942], [-4.2021, 1.9558, -2.1082], [-4.6933, 2.1393, -0.0026], [-3.4169, 3.2294, -0.5520], [-2.9945, 1.8058, -3.0417], [-4.8149, 1.0462, -2.1643], [-4.8326, 2.7802, -2.4611], [-1.8926, 0.8824, -2.4936], [-3.3233, 1.4262, -4.0164], [-2.5613, 2.7994, -3.2232], [-2.2456, -0.1614, -2.5138], [-1.0223, 0.9336, -3.1608], [-0.5018, -0.8671, 2.9276], [-0.3177, 0.9504, 2.4707], [-1.5797, -1.0583, 2.8336], [0.3839, 1.5867, 3.6788], [-1.3920, 1.1832, 2.4869], [1.6902, 0.8658, 4.0458], [0.6171, 2.6378, 3.4540], [-0.2905, 1.5773, 4.5441], [1.5324, -0.6378, 4.3541], [2.4223, 0.9854, 3.2349], [2.1377, 1.3655, 4.9166], [0.0812, -1.1467, 4.2650], [2.1774, -1.2090, 3.6690], [1.9179, -0.8410, 5.3634], [0.0552, -2.2299, 4.4665], [-0.5273, -0.6640, 5.0425], [1.6514, -4.1320, -2.6577]], "forces_ev_per_angstrom": [[2.1, 0.2, -0.5], [0.5, 0.1, 0.8], [0.6, -0.1, 0.4], [2.4, 0.7, -4.1], [-0.2, 0.0, -0.1], [0.1, -0.3, -0.2], [-0.1, 0.3, -0.4], [0.0, 0.6, 0.1], [-0.5, 0.1, 0.0], [-0.6, 0.7, 0.1], [-0.4, 0.0, -0.1], [0.2, -0.2, -0.2], [0.2, -0.2, 0.2], [0.6, -0.2, 0.0], [0.1, 0.0, 0.0], [0.1, 0.0, 0.2], [-1.0, 0.4, -0.2], [0.0, 0.0, -0.1], [-0.1, 0.1, -0.1], [3.1, -1.5, -2.4], [-0.3, -0.1, -0.1], [-0.5, -0.4, 1.2], [-0.8, 0.6, 1.3], [-1.3, 0.0, 0.2], [-0.1, 0.0, -0.2], [-0.2, 0.0, -0.1], [-0.2, -0.2, -0.2], [0.1, -0.2, 0.1], [0.1, 0.0, 0.1], [0.0, -0.1, -0.1], [-0.2, -0.1, 0.0], [0.0, -0.1, 0.1], [-0.1, -0.1, 0.0], [0.1, 0.2, 0.1], [0.0, 0.0, 0.0], [-0.1, 0.0, 0.0], [-0.1, -0.1, -0.3], [0.0, 0.1, 0.2], [-0.3, -0.1, 0.0], [0.3, 0.0, 0.0], [0.3, 0.5, 0.2], [-0.1, -0.1, 0.1], [0.0, -0.3, 0.1], [0.2, 0.0, -0.1], [0.1, 0.3, 0.0], [0.0, -0.1, -0.3], [0.0, -0.2, 0.0], [0.1, 0.1, -0.1], [-0.1, -0.1, 0.0], [0.1, 0.1, 0.1], [0.1, 0.1, 0.0], [0.0, -0.1, 0.0], [0.0, -0.1, -0.1], [0.0, 0.1, 0.1], [0.0, -0.1, 0.0], [0.1, 0.3, 0.0], [-0.3, 0.0, 0.2], [-0.6, 3.4, -0.6], [-3.1, -4.3, 5.3], [0.0, 0.2, 0.3], [0.0, -0.1, -0.2], [0.4, 0.4, -0.1], [0.1, 0.1, 0.0], [0.0, 0.0, 0.1], [0.1, 0.0, -0.2], [0.1, -0.4, 0.1], [-0.1, 0.0, 0.1], [-0.1, 0.0, -0.2], [0.0, 0.6, 0.4], [-0.3, 0.0, 0.1], [-0.1, 0.0, -0.2], [0.0, 0.2, 0.0], [0.2, -0.1, 0.4], [-0.5, -0.6, -1.3]]}

---

[3]
{"formula": "C25H45F2N3O8", "method": "wB97M-V/def2-TZVPD", "energy_ev": -52938.7280, "smiles": "N#C[C@H](F)[C@@](F)(C#N)CCCCCN.CCOC(C)=O.CCOC(C)=O.CCOC(C)=O.CCOC(C)=O", "max_force_ev_per_a": 2.686, "elements": ["N", "C", "C", "F", "C", "F", "C", "N", "C", "C", "C", "C", "C", "N", "H", "H", "H", "H", "H", "H", "H", "H", "H", "H", "H", "H", "H", "O", "C", "O", "C", "C", "C", "H", "H", "H", "H", "H", "H", "H", "H", "O", "C", "O", "C", "C", "C", "H", "H", "H", "H", "H", "H", "H", "H", "O", "C", "O", "C", "C", "C", "H", "H", "H", "H", "H", "H", "H", "H", "O", "C", "O", "C", "C", "C", "H", "H", "H", "H", "H", "H", "H", "H"], "coordinates": [[-3.6012, 4.0055, 3.9963], [-2.4642, 3.9612, 3.7752], [-1.0877, 3.8748, 3.2797], [-0.7327, 5.1467, 2.8776], [-1.0275, 2.9719, 2.0541], [-1.9309, 3.5189, 1.1506], [0.2827, 3.0580, 1.4038], [1.3456, 3.0380, 0.9258], [-1.4655, 1.5344, 2.2825], [-0.4036, 0.5970, 2.8883], [-0.8082, -0.0447, 4.2112], [-0.7021, 0.8729, 5.4421], [0.5069, 0.5266, 6.2878], [1.7533, 0.7284, 5.4886], [-0.3872, 3.5986, 4.0592], [-1.6997, 1.1606, 1.2895], [-2.4036, 1.4980, 2.8257], [0.5753, 1.0563, 2.9990], [-0.2612, -0.2219, 2.1886], [-0.1285, -0.8749, 4.3787], [-1.8068, -0.4672, 4.1546], [-1.5830, 0.7138, 6.0622], [-0.6902, 1.9331, 5.2020], [0.4555, -0.4833, 6.6790], [0.5660, 1.1948, 7.1491], [2.4858, 0.2357, 5.9833], [1.9741, 1.7112, 5.5807], [-1.8908, -3.0910, -0.0851], [-0.9692, -2.5666, -0.6436], [-0.6512, -1.2967, -0.3077], [0.5351, -0.6367, -0.7552], [0.3438, 0.0107, -2.1102], [-0.2156, -3.2455, -1.7595], [1.3905, -1.3132, -0.7349], [0.7291, 0.1337, -0.0075], [0.1345, -0.7301, -2.8816], [1.2382, 0.5646, -2.3976], [-0.5025, 0.6981, -2.0843], [-0.7461, -3.0799, -2.6965], [-0.1827, -4.3114, -1.5552], [0.8159, -2.9170, -1.8625], [7.2806, 0.6210, -1.9180], [6.7985, 1.2936, -1.0510], [5.7071, 0.8438, -0.4063], [5.1684, 1.4730, 0.7613], [4.2186, 2.5994, 0.4113], [7.3351, 2.6682, -0.7251], [5.9690, 1.7951, 1.4298], [4.6264, 0.6864, 1.2847], [4.7308, 3.3995, -0.1270], [3.7780, 3.0177, 1.3092], [3.4245, 2.2372, -0.2315], [6.8846, 3.3923, -1.4021], [8.4103, 2.6572, -0.8838], [7.1659, 2.9791, 0.3032], [1.3760, -6.2545, -2.1145], [1.2172, -6.5667, -3.2608], [0.6589, -5.6773, -4.1034], [0.5928, -5.8693, -5.5188], [-0.6240, -6.6758, -5.9211], [1.5449, -7.9546, -3.7577], [1.5210, -6.3025, -5.8937], [0.5254, -4.8678, -5.9402], [-0.5949, -7.6824, -5.5038], [-0.6865, -6.7554, -7.0065], [-1.5313, -6.1984, -5.5517], [0.6957, -8.6081, -3.5634], [2.4049, -8.3180, -3.2013], [1.8040, -7.9994, -4.8129], [-5.7377, 1.6074, -3.5881], [-5.6818, 2.3727, -2.6677], [-4.6040, 2.3490, -1.8628], [-4.3488, 3.3390, -0.8612], [-5.0518, 3.0152, 0.4403], [-6.8277, 3.3026, -2.3410], [-4.5954, 4.3358, -1.2303], [-3.2741, 3.3229, -0.7082], [-6.1356, 3.0089, 0.3211], [-4.7943, 3.7461, 1.2072], [-4.7595, 2.0239, 0.7885], [-7.5506, 2.7688, -1.7260], [-7.3036, 3.5925, -3.2742], [-6.5277, 4.2181, -1.8365]], "forces_ev_per_angstrom": [[1.6, 0.0, -0.1], [-1.9, -0.2, 0.1], [0.2, 0.8, 0.0], [0.2, 0.2, 0.0], [-0.8, -0.3, -0.2], [-0.1, 0.3, -0.1], [2.6, -0.2, -0.7], [-2.5, 0.2, 0.9], [0.7, -0.5, -0.2], [-0.4, -0.5, 0.1], [0.3, 0.5, 0.2], [-0.4, -0.8, 0.3], [0.7, 1.1, -0.3], [-0.5, -0.5, 0.5], [0.0, -0.4, 0.1], [-0.1, 0.0, -0.2], [-0.1, 0.3, 0.3], [0.1, 0.2, 0.1], [0.1, 0.0, -0.2], [0.1, -0.2, 0.0], [-0.2, 0.0, -0.2], [-0.1, 0.2, 0.1], [0.0, 0.1, -0.2], [0.0, -0.3, -0.2], [-0.3, -0.1, 0.3], [0.3, 0.0, -0.2], [0.2, 0.1, -0.2], [-0.1, 0.1, 0.2], [0.0, -0.2, -0.4], [0.0, 0.2, 0.4], [0.1, 0.1, -0.2], [-0.1, -0.1, -0.1], [0.3, -0.1, 0.3], [0.0, -0.1, 0.0], [0.0, 0.0, 0.0], [0.1, 0.0, 0.0], [0.0, 0.0, 0.0], [0.0, 0.0, 0.0], [0.0, 0.0, 0.0], [-0.1, 0.0, -0.1], [-0.1, 0.1, -0.1], [0.0, -0.1, -0.1], [0.0, 0.3, -0.1], [0.0, -0.3, 0.1], [-0.1, 0.2, 0.1], [0.5, 0.0, -0.2], [0.3, -0.1, 0.4], [0.0, 0.0, -0.1], [0.0, -0.1, -0.1], [0.0, 0.0, 0.1], [-0.1, 0.0, 0.1], [-0.1, -0.1, 0.0], [0.0, 0.0, 0.0], [0.0, 0.0, -0.2], [-0.2, 0.1, -0.1], [0.0, 0.1, 0.1], [-0.1, -0.3, 0.0], [0.1, 0.3, 0.0], [-0.1, -0.1, -0.2], [0.0, -0.1, 0.1], [0.4, 0.1, -0.2], [0.0, -0.1, 0.0], [0.0, 0.1, 0.1], [0.1, 0.0, -0.1], [0.0, 0.0, 0.0], [0.0, 0.1, 0.0], [0.0, 0.0, 0.0], [-0.1, 0.0, 0.2], [-0.2, 0.0, 0.0], [0.1, -0.1, -0.1], [-0.3, 0.0, 0.2], [0.3, 0.0, -0.1], [-0.1, 0.1, 0.2], [-0.1, 0.0, 0.0], [0.1, 0.4, -0.2], [-0.1, 0.0, 0.0], [0.0, -0.1, -0.1], [0.0, 0.1, 0.0], [0.0, 0.0, 0.0], [0.1, 0.0, 0.0], [0.0, 0.0, 0.0], [-0.1, -0.2, 0.0], [0.0, -0.1, 0.2]]}